(1)
A molecular structure, C26H30N3O3S2Si2Sn, computed with the ωB97M-V functional and the def2-TZVPD basis.

Its total charge is +1. The calculation puts the lowest unoccupied orbital energy at -4.2 eV. As for the HOMO energy: -0.365 Ha. As for the orbital gap: 5.69 eV.

Structure (XYZ):
```
67
Properties=species:S:1:pos:R:3:forces:R:3
Sn 0.3367 -0.8868 -0.6596 -0.579 0.116 -0.307
S -1.8636 -1.7452 -2.0390 -0.395 0.023 0.032
S 0.6620 -3.2808 -1.7902 0.313 0.040 0.298
Si -1.2943 2.1715 -1.6093 0.034 0.525 1.076
Si -1.2845 2.0184 1.1900 -0.283 0.334 -1.021
O -0.9561 -3.5701 -3.7099 0.378 -0.295 -0.091
O 7.0169 3.2560 1.6614 0.408 0.131 0.179
O 6.1759 3.7182 -0.3347 0.090 -0.019 0.279
N 3.5880 -0.3779 -2.9328 0.622 0.001 -0.359
N 1.7597 -0.4573 1.3858 -0.832 -1.334 0.966
N -0.4888 -1.9990 1.3666 0.372 0.070 0.106
C 0.2608 -1.9117 2.4820 -1.136 -0.959 0.416
C 3.7952 2.3259 0.2452 0.301 0.173 0.129
C -1.3109 -3.2479 3.7150 -0.345 -0.079 -0.448
C -0.7766 -2.8955 -2.6121 0.067 -0.067 0.342
C 2.7526 1.4460 0.4020 -0.102 -0.271 0.169
C 5.1097 1.0454 1.7989 0.037 0.254 -0.092
C -2.0692 -3.3320 2.5540 0.286 -0.030 0.422
C -0.1265 -2.5392 3.6700 0.334 0.413 -0.380
C -2.0983 -3.3917 -4.5335 -0.653 0.110 -0.474
C 2.8624 0.3632 1.2771 1.151 0.817 -0.048
C -1.6134 -2.6978 1.4088 -0.225 -0.064 -0.176
C 4.0622 0.1595 1.9596 -0.235 -0.159 -0.039
C -2.3817 0.7490 2.1224 0.332 0.361 -0.434
C -2.6696 4.7807 -1.4723 -0.131 0.230 -0.066
C -2.5412 1.3515 -2.8055 0.560 -0.043 0.443
C -2.1555 3.5998 0.5743 0.305 -0.663 0.106
C 1.4632 -1.1220 2.4414 0.943 0.958 -0.738
C 2.5935 -0.3461 -2.3545 -0.171 -0.047 0.104
C 0.3712 2.5271 -2.4980 -0.646 -0.324 0.371
C 6.1010 3.1112 0.6969 -0.271 -0.075 -0.273
C 0.1656 2.4613 2.3680 -0.324 -0.288 -0.577
C -3.3166 5.6972 0.6487 -0.014 0.013 0.193
C -2.1154 3.6911 -0.8251 0.468 -0.663 -0.179
C -2.7559 4.6109 1.3042 -0.113 0.213 0.100
C 4.9825 2.1473 0.9567 -0.219 -0.237 -0.064
C -3.2722 5.7854 -0.7332 -0.011 0.019 -0.145
H 1.8255 1.5825 -0.1332 -0.142 0.114 -0.090
H -0.1873 3.0891 3.1838 -0.218 0.076 0.059
H -2.1783 -2.7447 0.4861 0.021 -0.019 -0.032
H -2.4563 -4.3867 -4.7926 0.056 0.069 0.010
H -1.7587 0.0714 2.7006 0.120 -0.099 0.108
H 0.4956 -2.4512 4.5450 0.127 0.037 0.125
H -3.7923 6.4807 1.2177 -0.052 0.102 0.076
H -2.9872 -3.8933 2.5333 -0.162 -0.023 -0.051
H -1.6398 -3.7244 4.6271 0.018 -0.029 0.025
H -3.1275 2.0954 -3.3420 0.091 0.297 0.068
H -3.2416 0.7294 -2.2568 -0.147 -0.059 0.063
H -2.9817 0.1536 1.4386 -0.096 -0.021 -0.103
H -2.7887 4.5563 2.3824 -0.058 0.058 0.167
H -2.6342 4.8507 -2.5503 -0.035 0.054 -0.135
H 0.1854 3.0743 -3.4181 -0.133 0.080 -0.199
H 0.8923 1.6060 -2.7646 -0.008 -0.005 0.006
H 0.9629 2.9997 1.8658 0.052 0.137 -0.111
H 6.8222 2.7618 2.4694 -0.163 0.076 -0.226
H 0.5992 1.5674 2.8071 0.045 -0.144 0.098
H 3.7062 3.1708 -0.4195 0.054 0.071 -0.100
H 1.0300 3.1412 -1.8910 0.062 0.049 0.188
H -2.8802 -2.8260 -4.0269 0.088 -0.112 -0.015
H 6.0425 0.8491 2.3095 0.053 -0.056 0.043
H -2.0435 0.7222 -3.5378 0.053 -0.074 -0.067
H -3.0607 1.2396 2.8168 -0.039 0.174 0.059
H -3.7103 6.6355 -1.2352 -0.034 0.083 -0.015
H 2.0663 -1.0896 3.3473 0.044 0.120 0.078
H 4.1927 -0.7139 2.5801 0.019 -0.098 0.085
H 4.4492 -0.4005 -3.4394 0.039 0.010 -0.036
H -1.7962 -2.8612 -5.4379 0.032 -0.052 0.097
```
Forces are in eV/Å.

Atomic partial charges in e from the natural (NBO) method, atoms 1 to 6:
1 Sn 1.122
2 S -0.251
3 S -0.203
4 Si 1.303
5 Si 1.254
6 O -0.474

***

(2)
A molecular structure, C5H9N3, computed with the ωB97M-V functional and the def2-TZVPD basis.

The calculation puts the lowest unoccupied orbital energy (spin up / spin down) at 0.5 / 0.5 eV. As for the HOMO energy (spin up / spin down): -0.229 / -0.229 Ha. As for the orbital gap (spin up / spin down): 6.77 / 6.77 eV.

Structure (XYZ):
```
17
Properties=species:S:1:pos:R:3:forces:R:3
N -0.6853 -2.1888 0.2349 0.289 0.293 0.928
N 1.0004 -0.1410 0.8793 -0.482 3.540 2.401
N 1.4624 -1.4088 -2.4387 -0.304 0.429 -1.055
C 0.6346 2.2542 1.7195 -0.568 0.328 0.263
C -1.3834 -0.0322 -0.9506 2.178 -2.319 0.680
C 0.5371 0.9234 1.1370 2.482 -2.584 -0.297
C -0.1105 -1.0833 -0.4605 -3.575 -0.203 -4.100
C 0.7546 -1.3161 -1.4549 -1.109 0.533 0.417
H 0.0401 -2.8041 0.5999 -0.233 0.110 0.106
H -2.1280 -0.7197 -1.3488 -0.035 0.253 -0.188
H 2.0200 -0.6154 -2.7565 0.840 -0.261 0.660
H 0.2534 2.9903 1.0199 -0.035 0.266 0.014
H 1.6766 2.4900 1.9656 -0.218 -0.138 -0.046
H 0.0243 2.2993 2.6284 0.155 0.079 -0.136
H -1.8034 0.4966 -0.0968 0.244 -0.111 0.284
H -1.2574 -1.8367 0.9980 0.287 -0.160 0.260
H -1.0355 0.6925 -1.6756 0.083 -0.057 -0.193
```
Forces are in eV/Å.

Atomic partial charges in e from the natural (NBO) method, atoms 1 to 6:
1 N -0.809
2 N -0.348
3 N -0.648
4 C -0.703
5 C -0.599
6 C 0.225

***

(3)
11 unconnected molecules or ions with the total composition C5H35N2O11, computed with the ωB97M-V functional and the def2-TZVPD basis.

Its total charge is +1. The calculation puts the lowest unoccupied orbital energy at -2.3 eV. As for the HOMO energy: -0.440 Ha. As for the orbital gap: 9.69 eV.

Structure (XYZ):
```
53
Properties=species:S:1:pos:R:3:forces:R:3
O -0.8380 -2.1880 2.5712 -3.363 -1.344 -1.718
O -0.8718 -3.4571 0.3130 0.188 -1.093 -1.824
O -1.9703 -1.3554 -1.7361 -2.882 0.966 -1.232
O 2.2725 -2.8393 1.9773 -0.121 0.261 -0.212
O 2.5307 0.4503 1.5995 2.958 0.447 -1.112
O -0.6107 1.0920 3.7024 -1.128 2.184 1.816
O 2.7289 -1.8928 -1.3520 0.325 -0.350 -1.457
O -4.1395 0.0771 -0.6154 -0.331 0.312 0.199
O 1.4972 3.8045 -0.7135 -3.765 -1.932 1.719
O 0.4244 -2.9946 -1.8664 0.487 -0.457 -3.238
O 1.4658 -0.6633 3.6235 -6.200 -3.947 -1.973
N -1.3616 1.0699 0.8405 1.942 -3.800 -1.732
N -0.7380 2.5919 -2.4964 0.976 -1.469 -1.514
C 1.6547 1.4831 1.1481 -0.477 -0.829 1.721
C 0.9699 1.1532 -0.1839 -0.046 -1.302 -0.610
C -1.2872 1.6585 -1.5556 -1.909 0.713 2.505
C -0.4462 1.8856 -3.8050 -1.235 -1.670 2.944
C -0.4384 1.7292 -0.2070 -1.938 2.429 -0.941
H -1.7706 -3.7356 0.4045 -0.861 -0.384 -0.045
H -0.8703 1.0120 1.7424 -0.425 0.011 0.262
H 2.5274 -2.8206 1.0393 0.025 -0.255 0.359
H 1.0567 0.1072 -0.6010 -0.813 -0.143 1.754
H -1.0292 -2.7660 3.2929 -0.322 -0.637 0.717
H -1.3011 3.4121 -2.6411 -0.390 -0.084 -0.030
H -1.3526 0.0478 0.3850 -0.783 2.385 1.890
H -2.2898 -1.9448 -2.4396 0.457 0.179 0.390
H -2.3260 1.3765 0.9933 0.205 0.165 -0.574
H -1.3973 0.5538 -1.8367 0.202 1.943 -0.246
H 0.0624 0.9230 -3.4635 -0.739 1.062 -0.814
H 0.1643 0.5393 3.7608 0.746 -0.796 0.180
H -0.6321 1.6684 4.5451 0.037 -1.429 -2.145
H 2.1776 4.2426 -1.0763 3.935 2.648 -1.947
H -5.0210 0.0243 -1.0211 0.632 -0.151 0.159
H -0.1158 -1.7249 2.8317 3.702 2.317 1.451
H -3.5447 -0.5642 -1.0281 -0.228 -0.048 -0.182
H 0.8610 1.5808 2.0579 1.970 0.423 -2.301
H -2.3627 2.0923 -1.2862 1.915 -1.438 -0.210
H 2.3463 2.3184 1.0306 -1.178 0.696 0.120
H 1.8855 -0.1695 4.1947 4.375 3.669 3.879
H 1.6235 1.4244 -1.0143 -0.476 1.522 0.023
H 0.8326 3.7344 -1.4169 0.004 -0.233 -0.056
H -0.4578 2.8272 0.0764 0.409 -1.313 -0.187
H 3.4839 0.7407 1.3392 -2.580 -1.111 0.687
H 0.2990 2.4741 -4.2027 1.191 1.099 -2.052
H 2.0287 -2.5201 -1.6747 0.425 0.728 0.495
H 0.0542 -3.2932 -1.0763 -1.078 -0.496 3.286
H 1.8463 -0.9310 2.8190 1.934 -0.089 -1.341
H 2.2545 -3.7506 2.2971 0.120 0.209 -0.391
H -1.2014 -1.7117 -1.3809 2.307 -1.550 0.681
H -1.3930 1.6480 -4.3698 1.271 0.403 0.171
H 0.2030 -3.7881 -2.3878 0.441 0.558 -0.476
H -0.7321 -2.8882 1.0430 0.465 1.077 1.952
H 3.2484 -1.7438 -2.1803 -0.378 -0.057 1.199
```
Forces are in eV/Å.

Atomic partial charges in e from the natural (NBO) method, atoms 1 to 6:
1 O -0.950
2 O -0.987
3 O -0.976
4 O -0.982
5 O -0.755
6 O -0.999

***

Number 1: calculated total energy -2988.19813 hartree, strongest force on any atom 1.8 eV/A. Number 2: calculated total energy -360.00699 hartree, strongest force on any atom 5.4 eV/A. Number 3: calculated total energy -1148.33762 hartree, strongest force on any atom 7.6 eV/A.